Density functional theory data (ωB97M-V/def2-TZVPD) for a 13-piece molecular cluster, C38H102O13 overall at a distorted geometry.

```
153
Properties=species:S:1:pos:R:3:forces:R:3
C 13.553 15.933 9.050 0.787 0.649 0.135
C 14.552 16.092 7.931 0.994 0.775 1.180
C 14.324 15.180 6.801 -0.958 1.435 -1.449
O 14.548 17.437 7.429 -0.047 -0.193 -0.300
H 12.520 16.131 8.789 -0.082 0.088 -0.172
H 13.906 16.595 9.833 -0.422 0.339 0.412
H 13.663 14.956 9.452 -0.210 -1.127 0.378
H 15.571 15.878 8.342 -0.499 0.170 -0.022
H 14.306 14.160 7.044 0.160 -1.398 0.541
H 15.052 15.389 6.036 0.326 -0.166 -0.408
H 13.345 15.451 6.395 -0.033 -0.212 -0.230
H 14.571 18.088 8.142 -0.005 -0.390 0.013
C 10.391 18.859 14.502 -1.451 1.236 1.999
C 11.551 19.641 15.162 -1.118 0.507 -0.706
C 11.579 19.558 16.697 -0.436 0.750 -0.384
O 12.781 19.235 14.614 0.034 0.318 -0.096
H 9.414 19.451 14.457 1.351 -0.557 -0.005
H 10.174 18.019 15.131 -0.203 -0.702 0.305
H 10.618 18.476 13.555 0.528 -0.214 -1.502
H 11.371 20.695 14.847 0.524 -0.428 0.443
H 12.346 20.267 17.033 -0.152 -0.222 0.203
H 11.782 18.567 17.115 0.022 0.034 -0.422
H 10.605 19.881 17.093 0.261 -0.020 -0.012
H 13.108 18.540 15.191 0.463 -0.555 0.054
C 15.367 19.580 12.718 0.218 -1.118 0.297
C 15.516 18.029 12.477 0.484 1.367 0.885
C 16.422 17.629 11.339 1.451 -0.258 0.417
O 15.897 17.525 13.775 0.013 0.747 -0.238
H 15.006 19.673 13.780 0.172 0.269 -1.311
H 14.642 19.973 11.999 -0.001 0.162 0.296
H 16.328 20.130 12.593 -0.526 -0.546 0.113
H 14.573 17.595 12.233 -1.161 -0.058 0.005
H 16.499 16.554 11.236 -0.336 -0.613 0.201
H 17.495 17.890 11.550 -0.977 0.448 -0.580
H 16.013 17.948 10.372 0.438 0.487 0.262
H 16.349 16.681 13.752 0.313 -0.913 -0.480
C 7.085 15.128 16.149 -0.246 -0.740 -0.292
C 7.883 15.657 14.955 -0.632 0.399 0.136
C 9.398 15.473 15.011 -1.777 -1.332 1.356
O 7.336 15.124 13.752 0.212 -0.046 -0.049
H 6.021 15.357 16.065 0.087 0.185 -0.332
H 7.400 15.568 17.067 0.468 0.403 0.807
H 7.119 14.036 16.286 0.350 0.171 -0.238
H 7.699 16.756 14.973 0.001 -0.609 -0.555
H 9.822 15.758 14.084 0.733 0.599 -0.570
H 9.657 14.437 15.271 -0.023 -0.057 -0.376
H 9.638 16.019 15.901 1.062 0.751 0.078
H 7.687 14.223 13.687 -0.213 0.204 -0.123
C 7.991 10.383 15.645 -0.469 -0.096 0.008
C 7.653 10.042 14.178 -0.789 -0.268 0.154
C 7.133 11.197 13.288 -0.809 -0.676 1.115
O 8.836 9.569 13.503 -0.203 -0.528 0.253
H 8.093 9.495 16.327 0.167 0.592 -0.906
H 7.148 10.953 16.081 0.527 0.032 -0.206
H 8.928 10.965 15.640 -0.454 -0.051 0.279
H 6.809 9.282 14.183 1.144 0.374 -0.173
H 6.037 11.373 13.510 1.278 -0.071 -0.462
H 7.321 10.911 12.263 -0.484 -0.096 -0.344
H 7.693 12.103 13.423 0.290 0.528 0.360
H 9.206 8.814 13.990 -0.185 0.345 -0.146
C 9.257 13.523 19.044 -0.069 -1.095 0.238
C 10.304 14.226 18.218 1.192 -0.155 0.667
C 11.276 15.107 19.048 -0.328 -0.319 -1.532
O 11.049 13.247 17.498 -0.255 -0.495 0.508
H 9.734 12.884 19.821 -0.154 0.549 -0.295
H 8.675 12.794 18.429 0.263 0.789 0.271
H 8.594 14.247 19.533 0.053 -0.240 -0.130
H 9.854 14.817 17.461 -0.805 0.895 -0.332
H 11.885 15.735 18.395 0.102 -0.462 -0.200
H 11.914 14.521 19.666 0.533 -0.679 0.389
H 10.807 15.811 19.670 -1.150 0.854 0.968
H 11.737 13.721 17.029 0.521 0.220 -0.504
C 18.060 11.830 11.506 -1.230 -0.245 -0.251
C 17.020 12.639 10.785 0.682 1.468 -1.306
C 16.074 11.926 9.860 -0.053 -1.020 0.127
O 16.349 13.417 11.728 -0.238 0.000 1.741
H 18.706 11.485 10.731 0.901 -0.495 -0.201
H 17.594 10.990 12.009 0.068 -0.236 0.259
H 18.561 12.468 12.214 0.405 0.093 0.215
H 17.590 13.342 10.153 0.051 -0.025 -0.068
H 16.664 11.378 9.128 0.011 -0.132 -0.118
H 15.426 12.603 9.275 0.104 -0.198 0.556
H 15.511 11.178 10.449 -0.160 0.406 -0.435
H 15.703 13.985 11.330 -0.511 0.381 -0.461
C 14.090 17.370 18.351 0.426 1.176 0.046
C 14.766 18.033 17.174 1.030 -1.514 -1.745
C 16.312 17.886 17.231 -0.193 -0.627 0.897
O 14.312 17.308 15.958 -0.557 0.838 1.429
H 13.013 17.278 18.200 0.258 0.182 0.190
H 14.337 17.996 19.228 -0.431 -0.425 -0.118
H 14.551 16.413 18.471 0.044 -0.847 0.241
H 14.532 19.107 17.147 -0.243 -0.287 -0.493
H 16.656 16.968 17.750 -0.661 0.231 -0.001
H 16.576 18.712 17.890 0.932 0.179 -0.370
H 16.868 17.790 16.275 -0.674 0.989 0.340
H 14.930 17.465 15.222 0.219 0.098 -0.264
C 11.623 10.293 9.739 1.434 0.927 -0.874
C 10.715 10.707 10.872 -0.679 0.937 -0.560
C 10.768 12.204 11.149 -1.065 0.863 -1.374
O 9.327 10.278 10.632 1.278 -0.307 1.608
H 11.598 10.899 8.803 -0.465 -0.115 0.696
H 11.346 9.302 9.461 0.108 -0.924 -0.230
H 12.725 10.336 10.035 -1.434 -0.234 -0.079
H 11.145 10.215 11.713 -0.189 -0.686 1.032
H 10.498 12.517 12.152 -0.291 -0.217 0.168
H 10.110 12.743 10.403 0.331 -0.639 0.862
H 11.728 12.641 10.941 0.844 -0.099 0.062
H 9.055 9.891 11.510 0.189 0.484 -1.165
C 16.177 11.962 17.585 0.068 0.146 1.361
C 15.536 13.263 18.026 0.736 -0.550 0.613
C 14.376 13.059 18.986 0.328 0.514 0.042
O 16.590 14.049 18.579 0.471 0.706 1.216
H 17.032 12.083 16.970 0.784 0.569 -0.734
H 15.517 11.324 17.061 -0.905 -0.905 -0.303
H 16.569 11.501 18.508 -0.353 -0.281 -0.317
H 15.197 13.866 17.212 -0.362 0.216 -0.756
H 14.160 14.026 19.436 -0.103 0.128 0.118
H 14.592 12.358 19.801 0.006 -0.071 -0.279
H 13.489 12.784 18.431 -0.235 -0.350 0.024
H 16.747 13.881 19.535 -0.402 -0.123 -0.994
C 13.580 12.819 14.542 0.383 -0.162 1.297
C 13.776 14.328 14.683 0.412 -0.080 -0.485
C 13.285 15.150 13.479 -0.474 1.167 1.227
O 13.208 14.694 15.953 -0.122 0.549 -0.669
H 14.141 12.355 15.383 -0.268 0.133 -0.466
H 13.997 12.424 13.636 0.255 -0.041 -0.608
H 12.556 12.442 14.648 -0.079 0.519 -0.124
H 14.854 14.538 14.697 0.057 -0.262 0.375
H 12.233 14.940 13.319 -0.202 0.036 -0.431
H 13.888 15.003 12.603 0.190 -0.760 -0.549
H 13.414 16.256 13.620 -0.326 -0.869 0.421
H 13.406 15.649 16.052 0.037 -0.276 0.114
C 12.646 8.951 19.308 -0.271 0.562 1.150
C 11.507 9.694 18.719 -1.368 -0.057 -2.610
C 11.790 10.117 17.264 0.183 -0.597 0.009
O 10.211 8.959 18.712 1.738 0.403 0.094
H 13.592 9.511 19.282 -0.309 -0.152 -0.229
H 12.691 8.035 18.788 0.538 -1.237 -0.477
H 12.398 8.772 20.348 0.262 -0.328 0.377
H 11.317 10.616 19.197 -0.204 1.082 1.005
H 12.363 9.371 16.655 -0.674 0.216 0.575
H 12.457 10.978 17.359 -0.327 0.190 -0.408
H 10.830 10.363 16.771 0.770 0.126 0.179
H 9.992 8.873 19.641 -0.302 -0.200 0.246
C 18.730 14.352 15.665 0.356 -1.186 0.328
C 18.529 15.328 14.526 -0.832 -1.125 -1.065
O 17.237 15.135 13.834 1.047 0.032 0.727
H 17.875 14.258 16.341 0.189 0.588 0.068
H 19.664 14.505 16.215 -0.281 0.797 0.221
H 18.932 13.306 15.385 -0.415 0.193 -0.817
H 19.308 15.223 13.764 0.098 0.071 0.197
H 18.526 16.351 14.856 -0.092 0.407 0.242
H 17.252 14.327 13.290 -0.107 0.312 0.096
```
Forces are in eV/Å.

## Properties
F_max ... 2.947 eV Å⁻¹
Frontier orbital gap ... 10.19 eV
HOMO level ... -9.72 eV

Here are the Mulliken charges for atoms 1 to 99, given in e:
1. C -0.466
2. C 0.899
3. C -1.608
4. O -0.577
5. H 0.416
6. H -0.159
7. H 0.058
8. H 0.031
9. H 0.378
10. H 0.382
11. H 0.377
12. H 0.304
13. C -0.705
14. C 0.620
15. C -1.246
16. O -0.453
17. H 0.391
18. H -0.303
19. H 0.386
20. H 0.320
21. H 0.330
22. H 0.003
23. H 0.517
24. H -0.236
25. C -1.305
26. C 1.222
27. C -1.213
28. O -0.491
29. H 0.200
30. H 0.379
31. H 0.342
32. H -0.177
33. H 0.103
34. H 0.379
35. H 0.327
36. H -0.037
37. C -1.210
38. C 0.263
39. C -1.092
40. O -0.595
41. H 0.408
42. H 0.368
43. H 0.082
44. H 0.253
45. H 0.507
46. H 0.778
47. H -0.068
48. H 0.277
49. C -0.945
50. C 0.552
51. C -0.861
52. O -0.489
53. H 0.396
54. H 0.371
55. H -0.036
56. H 0.149
57. H 0.408
58. H 0.336
59. H -0.078
60. H 0.265
61. C -1.709
62. C 2.791
63. C -1.490
64. O 0.471
65. H 0.373
66. H 0.270
67. H 0.391
68. H -1.502
69. H 0.025
70. H 0.267
71. H 0.618
72. H -0.522
73. C -1.639
74. C 0.882
75. C -1.397
76. O 0.062
77. H 0.491
78. H 0.358
79. H 0.260
80. H 0.219
81. H 0.480
82. H 0.213
83. H 0.288
84. H -0.266
85. C -1.075
86. C 1.052
87. C -1.202
88. O 0.856
89. H 0.052
90. H 0.485
91. H -0.020
92. H 0.160
93. H 0.241
94. H 0.487
95. H 0.001
96. H -0.300
97. C -1.273
98. C 0.798
99. C -0.911

---

Density functional theory data (ωB97M-V/def2-TZVPD) for C28H28BrN7O4Rb as an isolated structure.

```
69
Properties=species:S:1:pos:R:3:forces:R:3
Rb 0.265 0.544 -0.046 0.194 0.324 -0.493
O -3.160 -1.902 -2.191 -0.142 -0.218 -0.147
C -3.170 -2.961 -1.359 -0.054 0.021 -0.046
C -3.653 -4.183 -1.831 -0.011 -0.019 -0.026
C -3.691 -5.286 -0.998 0.017 0.018 0.021
C -3.248 -5.186 0.317 -0.010 -0.021 0.000
C -2.764 -3.974 0.782 0.034 0.043 -0.015
C -2.713 -2.848 -0.035 0.063 0.024 -0.055
C -2.172 -1.528 0.450 -0.157 -0.125 0.024
O -2.167 -0.554 -0.401 -0.164 -0.032 0.306
N -1.734 -1.531 1.672 -0.131 -0.306 -0.089
N -1.402 -0.322 2.242 -0.020 0.113 0.190
C -0.263 -0.273 2.820 0.063 0.055 0.043
C 0.823 -1.283 2.816 -0.076 0.042 0.061
C 0.612 -2.534 3.382 0.050 -0.115 -0.029
C 1.618 -3.486 3.444 0.030 0.027 -0.019
C 2.866 -3.165 2.904 -0.059 0.072 -0.017
C 3.095 -1.934 2.323 0.024 -0.085 0.043
C 2.088 -0.930 2.243 0.124 0.148 0.006
O 2.306 0.206 1.669 -0.047 -0.109 0.318
H -2.815 -1.153 -1.588 0.158 0.200 -0.027
H -3.999 -4.233 -2.856 0.001 -0.008 0.007
H -4.070 -6.229 -1.377 0.001 -0.004 0.006
H -3.274 -6.049 0.972 0.002 0.003 -0.001
H -2.398 -3.866 1.794 0.005 -0.008 0.011
H -0.072 0.665 3.337 0.110 -0.059 -0.101
H -0.374 -2.761 3.771 0.007 0.008 -0.005
H 1.435 -4.456 3.889 0.009 -0.001 0.000
H 3.668 -3.897 2.935 0.008 0.000 -0.005
H 4.061 -1.690 1.893 0.012 -0.014 0.013
Br -2.994 2.764 -0.784 0.008 0.000 -0.003
C -1.873 3.087 -2.278 0.035 0.024 0.053
C -2.384 3.778 -3.370 -0.007 0.015 -0.027
C -1.526 4.013 -4.429 -0.014 -0.005 0.025
C -0.216 3.562 -4.350 0.017 -0.003 -0.008
C 0.177 2.880 -3.212 0.009 0.001 -0.014
N -0.642 2.639 -2.190 -0.095 -0.004 0.006
H -3.411 4.113 -3.375 0.001 -0.004 -0.004
H -1.876 4.546 -5.304 -0.003 -0.002 0.002
H 0.486 3.732 -5.155 0.002 -0.002 0.008
H 1.186 2.503 -3.102 -0.009 -0.007 -0.009
C 3.143 -1.869 -5.300 0.004 0.002 0.001
N 2.061 -1.469 -4.427 0.041 0.035 0.013
C 0.837 -2.081 -4.297 -0.023 -0.004 0.009
C 0.163 -1.380 -3.341 -0.047 0.030 -0.005
N 0.948 -0.349 -2.881 0.066 0.012 -0.008
C 2.070 -0.435 -3.550 -0.004 -0.117 -0.012
H 2.828 -2.737 -5.874 -0.005 -0.001 0.000
H 4.027 -2.138 -4.722 0.000 -0.001 0.001
H 3.399 -1.068 -5.994 0.001 -0.001 0.001
H 0.571 -2.944 -4.882 -0.003 0.003 0.006
H -0.833 -1.551 -2.962 -0.011 -0.009 0.009
H 2.931 0.205 -3.427 -0.005 0.002 -0.008
N 1.068 3.909 0.279 -0.027 -0.164 0.008
C 0.951 3.488 1.353 0.266 0.318 0.029
N 0.827 3.040 2.587 -0.206 -0.228 0.003
C -0.379 3.349 3.351 -0.014 0.095 0.038
C -0.044 4.384 4.411 -0.046 0.025 -0.043
O 1.040 3.963 5.218 0.004 -0.005 -0.013
C 2.212 3.756 4.439 0.090 -0.019 0.023
C 1.994 2.677 3.395 -0.103 -0.049 0.051
H -0.748 2.432 3.816 -0.002 0.045 0.000
H -1.146 3.725 2.674 -0.011 -0.042 -0.021
H -0.892 4.542 5.077 0.009 -0.006 0.010
H 0.204 5.337 3.921 0.015 0.008 0.024
H 2.995 3.459 5.136 0.009 0.015 -0.007
H 2.500 4.703 3.960 0.011 -0.015 -0.019
H 1.800 1.717 3.877 -0.070 0.026 -0.030
H 2.846 2.514 2.744 0.075 0.060 -0.062
```
Forces are in eV/Å.

## Properties
F_max ... 0.621 eV Å⁻¹
Total charge ... -1
Frontier orbital gap ... 5.69 eV
HOMO level ... -3.72 eV

Mulliken charges in e:
1. Rb 0.751
2. O -0.777
3. C 0.274
4. C -0.699
5. C -0.246
6. C -0.811
7. C -0.285
8. C 0.137
9. C 0.775
10. O -0.599
11. N -0.005
12. N -0.721
13. C -0.222
14. C 1.010
15. C -0.208
16. C -0.735
17. C -0.392
18. C -0.668
19. C 0.113
20. O -0.876
21. H 0.340
22. H 0.397
23. H 0.354
24. H 0.378
25. H 0.396
26. H -0.302
27. H 0.327
28. H 0.352
29. H 0.342
30. H 0.384
31. Br -0.127
32. C 0.182
33. C -0.577
34. C -0.199
35. C -0.746
36. C -0.156
37. N 0.059
38. H 0.404
39. H 0.360
40. H 0.380
41. H 0.379
42. C -0.866
43. N 0.192
44. C -0.449
45. C -0.490
46. N 0.034
47. C -0.567
48. H 0.282
49. H 0.313
50. H 0.318
51. H 0.388
52. H 0.472
53. H 0.440
54. N -0.716
55. C 0.369
56. N 0.400
57. C -0.420
58. C -0.621
59. O -0.408
60. C -0.691
61. C -0.475
62. H 0.164
63. H 0.494
64. H 0.355
65. H 0.363
66. H 0.357
67. H 0.375
68. H 0.060
69. H 0.579

---

Density functional theory data (ωB97M-V/def2-TZVPD) for the molecule C5H12O3 at a distorted geometry.

```
20
Properties=species:S:1:pos:R:3:forces:R:3
C 1.945 -0.767 -0.980 -0.133 0.039 0.231
O 0.544 -0.751 -1.139 -1.390 1.367 -0.224
C -0.246 0.431 -0.557 1.669 -2.206 -0.697
C -1.680 0.301 -1.047 -0.030 -0.242 -0.372
O 0.254 1.654 -1.039 -0.009 -0.408 0.567
C -0.040 0.248 0.943 -2.016 2.743 0.903
C -0.420 -1.069 1.586 -0.121 -0.877 0.232
O -0.939 1.320 1.540 0.880 -0.920 -0.198
H 2.390 0.234 -0.983 0.014 -0.044 -0.035
H 2.385 -1.330 -1.809 -0.190 0.131 0.043
H 2.221 -1.283 -0.053 0.099 0.101 0.070
H -1.680 0.025 -2.107 0.198 0.117 0.168
H -2.252 -0.470 -0.528 0.274 0.069 0.149
H -2.219 1.248 -0.949 0.275 -0.159 0.127
H 1.082 1.851 -0.578 -0.076 -0.023 -0.167
H 0.968 0.545 1.247 0.163 -0.192 -0.301
H -1.169 -0.986 2.379 0.189 0.611 -0.065
H -0.846 -1.829 0.929 0.198 0.327 -0.437
H 0.453 -1.538 2.048 -0.023 0.108 -0.095
H -0.749 2.166 1.097 0.027 -0.541 0.100
```
Forces are in eV/Å.

## Properties
F_max ... 3.522 eV Å⁻¹
SMILES ... CO[C@](C)(O)[C@H](C)O
Frontier orbital gap ... 10.42 eV
HOMO level ... -9.77 eV

Mulliken charges in e:
1. C -0.594
2. O -0.435
3. C 0.757
4. C -1.507
5. O -0.581
6. C 0.414
7. C -1.453
8. O -0.608
9. H 0.253
10. H 0.246
11. H 0.218
12. H 0.406
13. H 0.311
14. H 0.320
15. H 0.419
16. H 0.466
17. H 0.395
18. H 0.312
19. H 0.304
20. H 0.358

---

Density functional theory data (ωB97M-V/def2-TZVPD) for the molecule C5H8O2.

```
15
Properties=species:S:1:pos:R:3:forces:R:3
C -0.196 1.341 -0.228 -0.301 0.037 0.065
C -0.277 -0.084 0.186 -0.100 0.026 -0.086
C -0.962 -1.207 -0.521 0.017 -0.090 -0.200
C -1.350 -0.842 0.898 -0.087 0.038 0.169
O 1.049 -0.396 0.738 0.211 0.212 -0.068
C 1.953 0.399 0.245 0.175 -0.286 0.081
O 2.266 0.695 -0.996 -0.235 -0.031 0.137
H -0.709 1.542 -1.178 0.097 -0.006 0.124
H 1.390 0.999 -1.349 0.054 -0.042 -0.072
H -0.576 2.026 0.536 0.070 -0.086 -0.085
H -1.636 -0.948 -1.333 0.133 -0.019 0.139
H -0.425 -2.142 -0.655 -0.053 0.167 0.042
H -2.283 -0.312 1.067 0.156 -0.078 -0.060
H -1.063 -1.537 1.682 -0.028 0.113 -0.134
H 2.819 0.466 0.907 -0.109 0.045 -0.050
```
Forces are in eV/Å.

## Properties
F_max ... 0.344 eV Å⁻¹
Frontier orbital gap (alpha / beta) ... 7.25 / 7.25 eV
HOMO level (alpha / beta) ... -7.29 / -7.29 eV

Mulliken charges in e:
1. C -1.921
2. C 1.503
3. C -0.810
4. C -0.726
5. O -0.281
6. C 0.315
7. O -0.388
8. H 0.401
9. H 0.428
10. H 0.174
11. H 0.253
12. H 0.228
13. H 0.251
14. H 0.240
15. H 0.333